ORCA calculation (ωB97M-V with the def2-TZVPD basis set) on an isolated molecule of C8H6.

```
14
Properties=species:S:1:pos:R:3:forces:R:3:nbo_charge:R:1
C 2.199279 0.609139 0.010001 -3.18 -0.88 0.79 -0.361
C 3.382783 0.780266 -0.383367 2.72 0.44 -1.00 0.124
C 0.571616 -1.780327 -0.118748 -2.44 2.46 -0.64 -0.271
C -0.672216 -1.192436 0.197247 2.29 -0.10 -0.99 -0.073
C 1.518675 -0.738456 0.117113 -1.00 4.22 2.49 0.109
C 0.909166 0.430250 0.641716 3.61 -3.39 -1.38 -0.017
C -0.524696 0.266199 0.583007 -0.71 -0.86 2.87 -0.318
C -1.270570 1.222125 -0.305142 -0.60 -0.49 -0.95 -0.593
H 0.766218 -2.480141 -0.887672 -0.11 -1.55 0.18 0.240
H -1.664340 -1.539494 0.058916 -0.61 -0.93 -0.06 0.209
H -0.951110 0.302083 1.676517 0.61 0.30 -1.65 0.264
H -1.004680 0.967291 -1.376855 -0.45 0.39 1.09 0.221
H -0.920012 2.289789 -0.121501 -1.20 -1.34 0.01 0.242
H -2.340108 0.863709 -0.091234 1.08 1.72 -0.76 0.223
```
Positions in Å, forces in eV/Å.

Results
E	-308.09015	Eh
energy above the lowest of the compared OMol25 structures with the same formula, charge and spin	130.86	kcal per mole
LUMO level	-0.581	eV
Kohn-Sham gap	7.57	eV